Run 1
ORCA calculation (ωB97M-V/def2-TZVPD) on one molecule with the formula C3H4N2O.

```
10
Properties=species:S:1:pos:R:3
O -1.7176 -1.0811 -0.1655
N 1.1060 0.9517 0.0233
N 0.6239 -1.0680 -0.0066
C -0.5692 -0.3801 -0.0618
C 1.7196 -0.2540 0.0570
C -0.2753 0.9401 -0.0075
H -2.4594 -0.4635 -0.1973
H 1.7876 1.6093 0.4009
H -0.9021 1.8176 -0.0230
H 0.6865 -2.0720 -0.0196
```

The calculation puts the orbital gap at 9.07 eV.

Partial charges, natural (NBO), in e: number 1, O, carries -0.66; number 2, N, carries -0.58; number 3, N, carries -0.59; number 4, C, carries 0.41; number 5, C, carries 0.09; number 6, C, carries -0.23; number 7, H, carries 0.49; number 8, H, carries 0.43; number 9, H, carries 0.22; number 10, H, carries 0.42



Run 2
ORCA calculation (ωB97M-V/def2-TZVPD) on one molecule with the formula C3H4N2O.

```
10
Properties=species:S:1:pos:R:3
O -0.5833 -2.0048 -0.9347
N -1.1971 -0.1725 0.2282
N -0.7149 1.0547 0.4642
C -0.2637 -0.7730 -0.4813
C 0.5197 1.2293 -0.0492
C 0.8809 0.0502 -0.6695
H 1.8472 -0.1422 -1.1196
H -1.4999 -2.0791 -0.6079
H -1.2080 1.6165 1.1349
H 1.0075 2.1932 -0.0038
```

The SMILES is Oc1cc[nH]n1. The calculation puts the orbital gap at 9.94 eV.

Partial charges, natural (NBO), in e: number 1, O, carries -0.66; number 2, N, carries -0.36; number 3, N, carries -0.34; number 4, C, carries 0.43; number 5, C, carries -0.03; number 6, C, carries -0.40; number 7, H, carries 0.24; number 8, H, carries 0.49; number 9, H, carries 0.41; number 10, H, carries 0.22



Run 3
ORCA calculation (ωB97M-V/def2-TZVPD) on a 2-piece molecular cluster, C3H4N2O overall.

```
10
Properties=species:S:1:pos:R:3
O 1.1623 1.8495 0.2166
N 0.4243 -0.3978 -0.2810
N -2.4043 -0.3736 0.4207
C 1.0846 0.6850 0.1140
C -2.9892 0.5006 -0.0523
C 1.8496 -0.5749 -0.0646
H -3.7178 1.1887 -0.4021
H 2.4557 -0.7065 -0.9626
H -0.1674 -0.8883 0.2393
H 2.3022 -1.2827 0.7721
```

The SMILES is O=C1CN1.C#N. The calculation puts the orbital gap at 10.21 eV.

Partial charges, natural (NBO), in e: number 1, O, carries -0.52; number 2, N, carries -0.60; number 3, N, carries -0.34; number 4, C, carries 0.70; number 5, C, carries 0.11; number 6, C, carries -0.38; number 7, H, carries 0.23; number 8, H, carries 0.19; number 9, H, carries 0.40; number 10, H, carries 0.20



Which of them is the most stable, and which is the least stable? run 2 and run 3, in that order.



Run 1
ORCA calculation (ωB97M-V/def2-TZVPD) on C3H4N2O as an isolated structure.

```
10
Properties=species:S:1:pos:R:3
O 2.1794 -0.3804 -0.3971
N 0.2397 1.0529 -0.2025
N -1.7648 -0.0748 0.1951
C 0.7864 -0.0920 -0.1523
C -1.1352 1.0251 0.0225
C 0.7060 -1.3851 0.2445
H -1.5905 2.0236 0.0241
H 0.6205 -2.2493 -0.4002
H 2.7198 0.0085 0.3141
H -2.7614 0.0715 0.3517
```

The calculation puts the orbital gap at 9.09 eV.

Partial charges, natural (NBO), in e: number 1, O, carries -0.62; number 2, N, carries -0.57; number 3, N, carries -0.69; number 4, C, carries 0.43; number 5, C, carries 0.27; number 6, C, carries -0.03; number 7, H, carries 0.16; number 8, H, carries 0.20; number 9, H, carries 0.50; number 10, H, carries 0.35



Run 2
ORCA calculation (ωB97M-V/def2-TZVPD) on one molecule with the formula C3H4N2O.

```
10
Properties=species:S:1:pos:R:3
O 0.5167 1.0301 -0.8760
N -0.5336 1.3749 -1.7208
N -1.4592 0.5421 -1.5557
C 0.9121 -0.2951 1.0528
C -1.0964 -0.3969 -0.6218
C 0.1385 -0.0489 -0.1840
H 1.9910 -0.3233 0.8892
H 0.6792 0.5860 1.6574
H -1.7477 -1.2118 -0.3426
H 0.5766 -1.1839 1.5866
```

The SMILES is Cc1cnno1. The calculation puts the orbital gap at 10.88 eV.

Partial charges, natural (NBO), in e: number 1, O, carries -0.29; number 2, N, carries 0.09; number 3, N, carries -0.20; number 4, C, carries -0.66; number 5, C, carries -0.18; number 6, C, carries 0.30; number 7, H, carries 0.24; number 8, H, carries 0.24; number 9, H, carries 0.23; number 10, H, carries 0.23



Which of them is the most stable, and which is the least stable? run 2 and run 1, in that order.



Run 1
ORCA calculation (ωB97M-V/def2-TZVPD) on a 2-piece molecular cluster, C3H4N2O overall.

```
10
Properties=species:S:1:pos:R:3
O -2.8564 1.6627 -0.4623
N -1.8083 -1.6711 0.5022
N 0.7887 -0.5458 0.1487
C 0.3835 0.5774 -0.2420
C -2.2994 0.6806 -0.1950
C -2.2335 -0.5744 0.1657
H -0.2672 0.6182 -1.2032
H 1.4282 -0.4067 0.9593
H -0.7063 -1.5999 0.6513
H 0.4749 1.4718 0.2189
```

The SMILES is N=C=C=O.C=N. The calculation puts the orbital gap at 7.39 eV.

Partial charges, natural (NBO), in e: number 1, O, carries -0.43; number 2, N, carries -0.47; number 3, N, carries -0.67; number 4, C, carries -0.02; number 5, C, carries 0.47; number 6, C, carries 0.07; number 7, H, carries 0.15; number 8, H, carries 0.34; number 9, H, carries 0.39; number 10, H, carries 0.16



Run 2
ORCA calculation (ωB97M-V/def2-TZVPD) on one molecule with the formula C3H4N2O.

```
10
Properties=species:S:1:pos:R:3
O -0.1764 -1.2462 -0.9279
N 1.2991 0.5172 -0.0465
N 0.2223 1.3095 -0.0415
C -0.9349 0.7668 0.2538
C -0.7444 -0.6585 0.5644
C 0.7312 -0.6972 0.2635
H -1.8189 1.3804 0.3652
H 0.3838 2.2920 -0.2341
H 1.4160 -1.4896 0.5444
H -0.3777 -2.1745 -0.7414
```

The calculation puts the orbital gap at 8.13 eV.

Partial charges, natural (NBO), in e: number 1, O, carries -0.59; number 2, N, carries -0.39; number 3, N, carries -0.22; number 4, C, carries -0.06; number 5, C, carries -0.18; number 6, C, carries 0.11; number 7, H, carries 0.21; number 8, H, carries 0.42; number 9, H, carries 0.20; number 10, H, carries 0.51



Which of them is the most stable, and which is the least stable? run 1 and run 2, in that order.



Run 1
ORCA calculation (ωB97M-V/def2-TZVPD) on one molecule with the formula C3H4N2O.

```
10
Properties=species:S:1:pos:R:3
O 1.1499 -1.2662 -1.1469
N 0.0467 0.8189 1.4598
N 1.0430 0.2286 0.6597
C -0.9462 -0.2908 -0.2827
C 0.3840 -0.5270 -0.3300
C -1.0895 0.5013 0.9001
H 1.2258 0.8882 -0.1358
H -1.6952 -0.6278 -0.9752
H 1.8317 -1.6750 -0.5894
H -2.0235 0.8354 1.3399
```

The SMILES is Oc1ccn[nH]1. The calculation puts the orbital gap at 10.04 eV.

Partial charges, natural (NBO), in e: number 1, O, carries -0.66; number 2, N, carries -0.28; number 3, N, carries -0.46; number 4, C, carries -0.43; number 5, C, carries 0.45; number 6, C, carries 0.03; number 7, H, carries 0.40; number 8, H, carries 0.24; number 9, H, carries 0.50; number 10, H, carries 0.21



Run 2
ORCA calculation (ωB97M-V/def2-TZVPD) on one molecule with the formula C3H4N2O.

```
10
Properties=species:S:1:pos:R:3
O -0.7728 -1.2900 -1.2374
N 1.7878 -0.0598 -0.0832
N -0.7750 0.0102 0.6729
C -1.3734 -0.8096 -0.3001
C 0.5616 0.4950 0.1608
C -0.3343 1.3973 0.2585
H 2.4124 -0.0465 0.7145
H 1.6792 -0.9971 -0.4538
H -2.4177 -1.0794 -0.0695
H -0.7677 2.3799 0.3372
```

The SMILES is NC1=CN1C=O. The calculation puts the orbital gap at 9.54 eV.

Partial charges, natural (NBO), in e: number 1, O, carries -0.58; number 2, N, carries -0.82; number 3, N, carries -0.53; number 4, C, carries 0.53; number 5, C, carries 0.33; number 6, C, carries -0.09; number 7, H, carries 0.39; number 8, H, carries 0.41; number 9, H, carries 0.12; number 10, H, carries 0.24



Run 3
ORCA calculation (ωB97M-V/def2-TZVPD) on a 2-piece molecular cluster, C3H4N2O overall.

```
10
Properties=species:S:1:pos:R:3
O 0.5602 1.3803 0.4830
N 4.0104 2.2848 0.0793
N 2.1862 -0.5925 -1.2347
C 1.7684 1.2600 0.0862
C -0.4617 0.3442 0.7153
C 2.9777 1.7736 0.1902
H -0.0808 -0.6707 0.7400
H -1.0274 0.2776 -0.3094
H 1.4845 -0.3331 -1.9394
H -1.1757 0.5846 1.4467
```

The calculation puts the orbital gap (spin up / spin down) at 6.89 / 6.75 eV.

Partial charges, natural (NBO), in e: number 1, O, carries -0.44; number 2, N, carries -0.18; number 3, N, carries -0.53; number 4, C, carries 0.44; number 5, C, carries -0.25; number 6, C, carries 0.07; number 7, H, carries 0.23; number 8, H, carries 0.20; number 9, H, carries 0.24; number 10, H, carries 0.22



Run 4
ORCA calculation (ωB97M-V/def2-TZVPD) on C3H4N2O as an isolated structure.

```
10
Properties=species:S:1:pos:R:3
O -0.9153 0.3605 0.4330
N -0.2333 0.0832 1.6172
N 1.0167 -0.4808 -0.2136
C 0.8359 -0.5683 1.1733
C -0.3777 0.4441 -2.0049
C -0.1808 -0.0392 -0.5213
H -1.1352 -0.2936 -2.5758
H -0.9422 1.5622 -2.1056
H 1.5440 -0.7534 1.8443
H 0.7073 0.3635 -2.3346
```

The calculation puts the orbital gap at 11.44 eV.

Partial charges, natural (NBO), in e: number 1, O, carries -0.28; number 2, N, carries -0.14; number 3, N, carries -0.50; number 4, C, carries 0.14; number 5, C, carries -0.68; number 6, C, carries 0.53; number 7, H, carries 0.24; number 8, H, carries 0.25; number 9, H, carries 0.20; number 10, H, carries 0.26



Which of them is the most stable, and which is the least stable? run 1 and run 3, in that order.